56
Properties=species:S:1:pos:R:3 method="wB97M-V/def2-TZVPD" largest_force_ev_per_a=7.93 homo_ev=-7.73 e_lumo_ev=-1.1 energy_ha=-7104.30569 smiles="C=CCc1cnc2c(C)c(P(C)O)cc([PH2]=N)c2n1.ClC(Cl)Cl.ClC(Cl)Cl.ClC(Cl)Cl.ClC(Cl)Cl"
C -5.237 0.345 -6.812
C -5.626 1.786 -7.087
C -4.648 3.057 -6.623
C -4.047 2.593 -5.132
C -5.153 2.349 -3.964
N -4.750 1.900 -2.589
C -3.272 1.694 -2.427
C -2.767 1.143 -0.932
C -3.899 0.898 0.229
C -1.188 0.841 -0.621
P -0.432 0.179 0.997
C 0.746 1.616 1.583
O -1.601 -0.075 2.259
C -0.116 1.165 -1.858
C -0.619 1.723 -3.320
P 0.655 2.101 -4.728
N 1.115 3.684 -4.655
C -2.237 1.985 -3.651
N -2.553 2.452 -5.045
H -4.083 0.047 -6.777
H -6.039 -0.507 -6.692
H -6.656 2.005 -7.600
H -3.805 3.296 -7.400
H -5.396 3.965 -6.441
H -6.291 2.508 -4.203
H -4.134 -0.270 0.223
H -3.598 1.298 1.300
H -4.949 1.414 -0.005
H 1.230 1.251 2.586
H 0.137 2.612 1.772
H 1.632 1.781 0.803
H -2.005 -0.993 2.240
H 1.038 0.960 -1.658
H -0.016 1.918 -5.991
H 1.842 1.261 -4.635
H 2.166 3.660 -4.533
Cl 3.627 -0.803 3.050
C 4.644 0.572 2.585
Cl 4.192 1.164 0.977
Cl 4.519 1.871 3.784
H 5.683 0.235 2.549
Cl 7.424 -2.844 7.132
C 5.930 -2.569 6.219
Cl 5.908 -0.932 5.542
Cl 5.755 -3.777 4.935
H 5.085 -2.670 6.904
Cl -2.646 -1.728 5.595
C -2.299 -3.241 4.740
Cl -2.805 -3.130 3.046
Cl -0.574 -3.635 4.849
H -2.866 -4.044 5.218
Cl 7.019 -6.164 7.540
C 8.587 -6.384 6.743
Cl 9.840 -5.441 7.566
Cl 9.027 -8.099 6.698
H 8.504 -6.023 5.715

10
Properties=species:S:1:pos:R:3 method="wB97M-V/def2-TZVPD" largest_force_ev_per_a=6.53 homo_ev="-6.63 / -12.36" relative_energy_kcal_mol=0.0 e_lumo_ev="1.0 / -2.8" multiplicity=3 energy_ha=-391.51425
C 0.066 -0.826 1.182
C 0.452 -0.343 -0.299
C -0.497 0.767 -0.749
O -0.843 -1.487 1.624
F 1.736 0.110 -0.233
F -0.403 1.841 0.091
H 0.429 -1.180 -1.005
H 0.838 -0.408 1.857
H -1.536 0.416 -0.710
H -0.242 1.112 -1.758

95
Properties=species:S:1:pos:R:3 method="wB97M-V/def2-TZVPD" largest_force_ev_per_a=0.81 homo_ev=-7.51 relative_energy_kcal_mol=6.1 e_lumo_ev=0.2 energy_ha=-2990.31265
Tl -1.343 0.079 -0.868
C -0.694 3.088 0.869
N -1.730 2.060 0.741
C -1.986 1.430 2.041
C -2.617 0.049 1.928
N -1.667 -0.780 1.210
C -1.737 -2.150 1.227
C -0.668 -2.901 0.705
F 0.408 -2.244 0.218
C -0.643 -4.276 0.639
F 0.413 -4.896 0.106
C -1.706 -5.012 1.123
F -1.711 -6.347 1.047
C -2.764 -4.329 1.685
F -3.805 -5.012 2.171
C -2.773 -2.946 1.739
F -3.866 -2.372 2.283
C -2.962 2.643 0.193
C -2.811 2.880 -1.287
N -2.714 1.573 -1.908
C -2.814 1.487 -3.281
C -3.401 0.347 -3.864
F -3.945 -0.582 -3.067
C -3.534 0.170 -5.224
F -4.107 -0.937 -5.701
C -3.115 1.155 -6.100
F -3.249 0.999 -7.420
C -2.570 2.307 -5.578
F -2.148 3.274 -6.399
C -2.423 2.459 -4.209
F -1.816 3.592 -3.789
H -0.974 3.832 1.627
H 0.248 2.627 1.157
H -0.543 3.604 -0.077
H -1.023 1.290 2.531
H -2.603 2.090 2.666
H -2.771 -0.302 2.951
H -3.608 0.090 1.455
H -3.772 1.929 0.336
H -3.214 3.569 0.727
H -3.694 3.418 -1.651
H -1.953 3.531 -1.476
C 1.883 -0.398 -1.777
N 0.739 0.418 -2.196
C 1.096 1.836 -2.292
C 0.243 -0.099 -3.481
C -0.485 -1.420 -3.324
C -0.385 -2.408 -4.301
C -1.137 -3.568 -4.194
C -2.001 -3.746 -3.118
C -2.102 -2.767 -2.136
C -1.330 -1.616 -2.244
H 2.736 -0.241 -2.450
H 1.602 -1.450 -1.793
H 2.176 -0.135 -0.766
H 1.886 2.001 -3.034
H 1.452 2.188 -1.321
H 0.218 2.418 -2.576
H 1.079 -0.211 -4.182
H -0.444 0.637 -3.905
H 0.283 -2.266 -5.146
H -1.056 -4.334 -4.955
H -2.599 -4.646 -3.043
H -2.794 -2.905 -1.314
C 2.488 0.249 5.140
C 1.423 0.709 4.142
C 1.032 2.166 4.393
Sb 1.869 0.412 2.023
C 2.978 -1.462 2.064
C 2.166 -2.515 2.829
C 4.427 -1.414 2.546
C 3.433 1.942 1.783
C 4.183 1.732 0.465
C 4.422 2.143 2.931
H 2.118 0.395 6.162
H 3.412 0.816 5.046
H 2.729 -0.806 5.034
H 0.538 0.079 4.278
H 1.845 2.855 4.150
H 0.791 2.310 5.452
H 0.158 2.476 3.817
H 2.968 -1.737 1.005
H 2.346 -2.451 3.903
H 2.460 -3.521 2.512
H 1.089 -2.426 2.670
H 4.503 -1.042 3.569
H 5.057 -0.791 1.912
H 4.853 -2.425 2.535
H 2.834 2.854 1.682
H 4.765 0.807 0.470
H 4.884 2.555 0.294
H 3.512 1.695 -0.394
H 4.993 1.238 3.140
H 3.933 2.455 3.852
H 5.142 2.928 2.667

9
Properties=species:S:1:pos:R:3 method="wB97M-V/def2-TZVPD" largest_force_ev_per_a=3.71 homo_ev=-8.51 relative_energy_kcal_mol=67.6 e_lumo_ev=-1.7 energy_ha=-1004.27987
C 0.927 -0.239 0.040
C -0.061 0.847 0.380
N 0.234 -1.354 0.105
O -2.455 0.143 -0.865
S 2.560 0.090 -0.264
S -1.642 -0.189 0.302
H 0.118 1.567 1.181
H -0.025 1.389 -0.579
H 0.344 -2.254 -0.299

179
Properties=species:S:1:pos:R:3 method="wB97M-V/def2-TZVPD" largest_force_ev_per_a=8.53 homo_ev=-8.07 relative_energy_kcal_mol=216.4 e_lumo_ev=-0.1 energy_ha=-6082.57853
C -1.479 5.957 -1.996
C -2.043 4.938 -1.370
C -2.609 3.542 -0.742
C -3.248 2.529 -1.824
C -4.766 3.180 -1.960
O -2.719 2.841 -3.130
S -1.212 2.373 -3.550
O -0.077 3.369 -3.253
O -1.019 2.129 -5.058
C -0.808 0.813 -2.540
C -0.028 1.467 -1.260
C 0.709 2.032 -0.325
C 0.387 -0.063 -3.207
O 1.728 0.394 -2.770
C 2.734 -0.541 -3.149
F 2.905 -1.496 -2.095
F 2.575 -1.116 -4.449
F 3.979 0.220 -3.200
C -2.162 0.015 -2.183
C -1.913 -1.432 -1.430
C -0.900 -1.557 -0.236
C -1.653 -2.448 0.936
O 0.332 -2.346 -0.492
P -2.914 -0.733 -3.824
O -3.796 -2.210 -3.490
O -1.669 -1.448 -4.832
S -3.785 0.461 -5.046
C -3.283 0.946 -1.386
I -5.373 0.191 -1.885
C -3.484 0.657 0.173
C -2.455 0.961 1.317
C -2.969 2.193 2.293
N -1.775 2.973 2.764
H -0.887 6.893 -2.275
H -3.444 3.898 -0.006
H -1.766 3.154 -0.084
H -5.401 3.033 -1.021
H -4.599 4.340 -2.007
H -5.264 2.945 -2.963
H 1.253 2.428 0.616
H 0.289 -1.196 -3.054
H 0.389 0.098 -4.364
H -1.572 -2.232 -2.219
H -2.955 -1.837 -1.090
H -0.528 -0.636 0.320
H -2.769 -2.194 1.035
H -1.159 -2.141 1.946
H -1.465 -3.575 0.817
H 0.381 -2.617 -1.436
H -4.509 -2.205 -4.186
H -1.977 -1.463 -5.769
H -4.449 1.253 0.477
H -3.828 -0.453 0.304
H -2.421 0.048 2.050
H -1.366 1.196 1.086
H -3.801 2.823 1.818
H -3.437 1.721 3.254
H -1.344 3.510 1.993
H -1.058 2.290 3.104
O -1.294 -4.707 3.144
C -0.134 -4.431 3.339
O 0.478 -3.312 2.856
C 1.870 -3.359 3.181
C 1.973 -4.299 4.358
C 0.851 -5.276 4.097
H 2.421 -3.724 2.309
H 2.224 -2.356 3.428
H 2.953 -4.771 4.448
H 1.775 -3.753 5.287
H 1.173 -6.105 3.462
H 0.417 -5.648 5.026
O -4.697 -4.115 -0.329
C -4.800 -5.164 0.262
O -5.485 -6.242 -0.209
C -5.496 -7.269 0.789
C -4.317 -6.967 1.682
C -4.241 -5.458 1.626
H -6.445 -7.224 1.326
H -5.406 -8.248 0.312
H -4.429 -7.363 2.692
H -3.405 -7.396 1.251
H -4.879 -4.990 2.381
H -3.214 -5.103 1.715
O -6.536 -8.338 3.114
C -6.363 -9.206 3.936
O -5.307 -10.065 3.928
C -5.473 -11.028 4.974
C -6.411 -10.382 5.964
C -7.288 -9.529 5.076
H -5.890 -11.943 4.542
H -4.503 -11.257 5.420
H -6.967 -11.104 6.566
H -5.844 -9.740 6.647
H -8.146 -10.087 4.693
H -7.615 -8.622 5.586
O -6.181 1.410 3.836
C -6.360 2.568 4.132
O -5.580 3.596 3.699
C -6.006 4.810 4.326
C -7.431 4.560 4.746
C -7.431 3.080 5.056
H -5.350 5.011 5.179
H -5.930 5.636 3.618
H -7.748 5.182 5.585
H -8.104 4.758 3.906
H -7.137 2.881 6.089
H -8.395 2.622 4.833
O 6.171 6.328 -4.862
C 5.456 5.375 -4.652
O 5.785 4.342 -3.828
C 4.764 3.340 -3.896
C 3.532 4.060 -4.389
C 4.114 5.131 -5.284
H 5.091 2.556 -4.586
H 4.613 2.902 -2.908
H 2.823 3.402 -4.895
H 3.014 4.528 -3.545
H 4.261 4.772 -6.305
H 3.506 6.035 -5.276
O 4.170 8.378 -0.645
C 5.275 8.734 -0.977
O 6.164 9.344 -0.143
C 7.324 9.727 -0.888
C 7.328 8.834 -2.105
C 5.854 8.619 -2.359
H 7.237 10.786 -1.150
H 8.217 9.586 -0.275
H 7.861 9.266 -2.954
H 7.802 7.877 -1.862
H 5.431 9.405 -2.990
H 5.660 7.635 -2.786
O 8.867 -3.777 -4.043
C 8.179 -2.847 -3.696
O 7.757 -2.644 -2.416
C 6.875 -1.517 -2.382
C 7.211 -0.713 -3.614
C 7.628 -1.780 -4.600
H 5.843 -1.881 -2.391
H 7.041 -0.948 -1.465
H 6.383 -0.094 -3.963
H 8.061 -0.054 -3.406
H 6.774 -2.184 -5.148
H 8.391 -1.415 -5.287
O 7.875 0.492 -6.984
C 9.073 0.480 -7.133
O 9.964 0.243 -6.131
C 11.294 0.411 -6.631
C 11.183 0.231 -8.126
C 9.799 0.765 -8.418
H 11.646 1.411 -6.358
H 11.954 -0.331 -6.178
H 11.975 0.738 -8.681
H 11.226 -0.835 -8.375
H 9.806 1.844 -8.592
H 9.335 0.242 -9.256
O 2.329 -7.874 6.190
C 3.488 -7.600 6.385
O 4.101 -6.483 5.903
C 5.494 -6.530 6.229
C 5.595 -7.469 7.406
C 4.472 -8.447 7.144
H 6.044 -6.895 5.357
H 5.847 -5.527 6.475
H 6.575 -7.942 7.496
H 5.397 -6.923 8.335
H 4.793 -9.276 6.509
H 4.037 -8.818 8.073
O -7.155 6.002 1.681
C -7.840 6.937 2.031
O -8.251 7.150 3.316
C -9.131 8.278 3.348
C -8.805 9.074 2.107
C -8.398 7.998 1.125
H -10.163 7.916 3.351
H -8.956 8.854 4.260
H -9.636 9.691 1.761
H -7.953 9.734 2.303
H -9.258 7.591 0.587
H -7.640 8.357 0.428